Entry 1:
DFT (ωB97M-V/def2-TZVPD) results for an isolated ion of composition C6H12NS and charge +1 at a distorted geometry.

Structure (XYZ):
```
20
C6H12NS ωB97M-V/def2-TZVPD
C 2.05282 1.34700 -0.36687
C 0.67150 1.98345 -0.33981
C -3.00057 -0.65889 -0.12949
C -1.32896 -1.28093 -0.11864
C 0.89682 0.59415 0.06753
C 0.44787 -0.75277 0.14101
N 0.77540 -0.01280 1.41509
S 1.57740 -1.99446 -0.23874
H 2.63570 0.95778 -1.24746
H 2.71494 1.67139 0.46504
H 0.57821 2.86550 0.34632
H 0.24137 2.14170 -1.41575
H -3.35416 -1.21964 -1.01990
H -3.36236 -0.83311 0.84302
H -1.14447 -2.13129 0.48479
H -1.17585 -1.71034 -1.08385
H 0.00303 0.22229 2.14402
H 1.66612 -0.21690 1.89638
H -3.14206 0.28318 -0.50707
H 2.24726 -1.25530 -1.33564
```

Its HOMO energy (spin up / spin down) is -8.77 / -15.12 eV. The calculation puts the frontier orbital gap (spin up / spin down) at 5.632 / 7.636 eV. As for the total charge: +1. As for the spin multiplicity: 3. Its energy relative to the best compared isomer or geometry (same formula, charge and spin) is 572.7 kJ/mol.

Here are the natural (NBO) charges for atoms 1 to 4, given in e: -0.4236 -0.4115 -0.5412 -0.3524


Entry 2:
DFT (ωB97M-V/def2-TZVPD) results for a 2-piece molecular cluster, C6H12O overall at a distorted geometry.

Structure (XYZ):
```
19
C6H12O ωB97M-V/def2-TZVPD
C -0.05985 0.06656 2.71185
C -0.40714 -0.44179 1.34277
C 0.14562 0.02979 0.15366
C 1.17833 0.95830 -0.03650
C 1.45318 1.71433 -1.18973
C -1.50792 -1.45426 1.33753
H 0.42944 -0.68529 3.35303
H -0.95619 0.43788 3.24222
H 0.61663 0.91486 2.66432
H -0.31416 -0.42652 -0.72382
H 1.72381 1.22918 0.85923
H 0.72630 1.75602 -1.98582
H 2.37210 2.28374 -1.15941
H -1.42932 -2.24774 2.08543
H -1.63134 -1.93427 0.35391
H -2.49927 -0.98858 1.50881
H 0.40908 -1.12047 -4.79178
H -0.40007 0.13908 -5.21072
O 0.15077 -0.23082 -4.51498
```

Its HOMO energy (spin up / spin down) is 0.57 / -2.13 eV. The calculation puts the frontier orbital gap (spin up / spin down) at 2.719 / 5.292 eV. As for the total charge: -1. As for the spin multiplicity: 2. Its energy relative to the best compared isomer or geometry (same formula, charge and spin) is 105.5 kJ/mol.

Here are the natural (NBO) charges for atoms 1 to 4, given in e: -0.6256 -0.1696 -0.2861 -0.3127